Entry A
Below is a molecular structure, C4H8NO3, with properties calculated with ωB97M-V with the def2-TZVPD basis set.

```
16
C4H8NO3 ωB97M-V with the def2-TZVPD basis set
C -0.73 -0.79 -0.56
C -0.32 -0.54 0.87
C 0.87 -1.06 1.45
O 1.24 -0.87 2.61
N -0.10 0.11 -1.51
C -0.94 1.05 -2.25
O -0.34 2.09 -2.57
O -2.11 0.68 -2.45
H -0.43 -1.82 -0.79
H -1.79 -0.69 -0.76
H 0.91 -0.09 0.59
H -0.93 0.00 1.58
H 1.72 1.61 1.80
H 1.14 -1.95 0.91
H 1.13 1.66 2.24
H 0.68 0.63 -1.14
```

Its gap between HOMO and LUMO is 0.29725 hartree. Its spin multiplicity is 1. The value obtained for the HOMO energy is -4.5583 eV. Its charge is -1.

Results of the Mulliken charge analysis, in e, for atoms 1 through 6: -0.53, -0.17, 0.22, -0.66, -0.36, 0.60



Entry B
Below is 2 unconnected molecules or ions with the total composition C4H8NO3, with properties calculated with ωB97M-V with the def2-TZVPD basis set.

```
16
C4H8NO3 ωB97M-V with the def2-TZVPD basis set
C 2.17 0.90 0.23
C 1.58 1.68 -0.96
O 0.32 1.80 -0.97
O 2.39 2.04 -1.82
H 1.64 0.90 1.19
H 3.20 1.20 0.46
H 2.33 -0.13 -0.12
C -1.06 -1.84 0.81
C -1.85 -0.98 -0.17
O -2.56 -1.50 -1.02
N -1.84 0.38 0.06
H -2.61 0.83 -0.42
H -0.97 0.88 -0.23
H -1.79 -2.55 1.19
H -0.60 -1.22 1.56
H -0.34 -2.39 0.21
```

Its gap between HOMO and LUMO is 0.30596 hartree. Its spin multiplicity is 1. The value obtained for the HOMO energy is -4.5835 eV. Its charge is -1.

Results of the Mulliken charge analysis, in e, for atoms 1 through 6: -0.83, 0.54, -0.77, -0.72, 0.26, 0.31



Ranked by calculated energy, most stable first: entry B, entry A.



Entry A
Below is a gas-phase ion, C4H8NO3 (charge -1), with properties calculated with ωB97M-V with the def2-TZVPD basis set.

```
16
C4H8NO3 ωB97M-V with the def2-TZVPD basis set
N -0.42 -0.11 1.55
C 0.26 0.58 0.42
C 0.29 -0.35 -0.77
C -1.05 -0.46 -1.49
O -2.16 -0.96 -0.73
C 1.74 0.99 0.90
O 2.65 0.32 0.38
O 1.77 1.91 1.74
H 0.05 -0.99 1.76
H -0.32 0.51 2.35
H -0.34 1.46 0.16
H 0.74 -1.30 -0.46
H 0.96 0.05 -1.54
H -1.02 -1.08 -2.43
H -1.36 0.47 -1.98
H -1.80 -1.05 0.15
```

The structure (SMILES) is N[C@H](CCO)C(=O)[O-]. Its gap between HOMO and LUMO is 0.28634 hartree. Its spin multiplicity is 1. The value obtained for the HOMO energy is -3.9366 eV. Its charge is -1.

Results of the Mulliken charge analysis, in e, for atoms 1 through 6: -0.74, 0.29, -0.74, -0.55, -0.55, 0.38



Entry B
Below is 2 unconnected molecules or ions with the total composition C4H8NO3, with properties calculated with ωB97M-V with the def2-TZVPD basis set.

```
16
C4H8NO3 ωB97M-V with the def2-TZVPD basis set
C -1.29 -0.05 -1.74
C -2.08 0.31 -0.36
O -3.29 0.52 -0.38
N -1.52 -0.02 0.90
H -1.36 0.66 -2.39
H -1.73 -1.08 -1.97
H -2.04 0.46 1.72
H -0.50 0.26 1.03
H -0.34 -0.56 -1.54
C 2.82 -1.20 0.88
C 1.89 0.01 0.30
O 1.89 0.19 -0.96
O 1.30 0.61 1.23
H 2.49 -2.02 1.56
H 3.60 -0.81 1.55
H 3.32 -1.76 0.16
```

Its gap between HOMO and LUMO is 0.32038 hartree. Its spin multiplicity is 1. The value obtained for the HOMO energy is -4.7502 eV. Its charge is -1.

Results of the Mulliken charge analysis, in e, for atoms 1 through 6: -0.77, 0.52, -0.63, -0.43, 0.31, 0.22



Ranked by calculated energy, most stable first: entry A, entry B.



Entry A
Below is 2 unconnected molecules or ions with the total composition C2H5FO2, with properties calculated with ωB97M-V with the def2-TZVPD basis set.

```
10
C2H5FO2 ωB97M-V with the def2-TZVPD basis set
O 1.84 -0.65 -1.66
C 0.70 -0.87 -1.78
O -0.21 -0.68 -2.75
F -0.08 -1.46 -0.78
H -1.08 -0.95 -2.52
C -0.24 0.92 1.94
H -1.25 1.15 2.42
H -0.39 0.37 1.05
H 0.42 0.32 2.57
H 0.28 1.84 1.50
```

The structure (SMILES) is O=C(O)F.C. Its gap between HOMO and LUMO is 0.48046 hartree. Its spin multiplicity is 1. The value obtained for the HOMO energy is -12.6483 eV.

Results of the Mulliken charge analysis, in e, for atoms 1 through 6: -0.39, 0.71, -0.41, -0.26, 0.36, -0.74



Entry B
Below is a molecular structure, C2H5FO2, with properties calculated with ωB97M-V with the def2-TZVPD basis set.

```
10
C2H5FO2 ωB97M-V with the def2-TZVPD basis set
C 0.38 0.74 0.21
C -0.20 -0.74 0.31
O -1.46 -0.86 0.74
O -0.28 -1.17 -1.45
F 0.64 -1.55 0.89
H 1.16 0.89 0.94
H 0.74 0.94 -0.90
H -0.48 1.42 0.36
H -1.64 -1.68 1.18
H -0.37 -0.32 -1.87
```

Its gap between HOMO and LUMO is 0.39936 hartree. Its spin multiplicity is 1. The value obtained for the HOMO energy is -10.1819 eV.

Results of the Mulliken charge analysis, in e, for atoms 1 through 6: -1.13, 0.96, -0.43, -0.64, -0.24, 0.31



Ranked by calculated energy, most stable first: entry A, entry B.



Entry A
Below is a single C2H3N3O2S molecule, with properties calculated with ωB97M-V with the def2-TZVPD basis set.

```
11
C2H3N3O2S ωB97M-V with the def2-TZVPD basis set
C -1.18 0.29 1.10
C -1.22 -0.05 -0.16
N -0.77 -1.27 -0.78
N 0.28 -1.77 -1.09
O 1.43 -1.07 -0.95
S 1.70 0.48 -0.21
N 1.53 0.52 1.20
O 2.28 1.27 -1.21
H -0.82 -0.20 1.94
H -1.62 1.29 1.26
H -1.62 0.51 -1.10
```

The structure (SMILES) is C=C/N=N\OS(#N)=O. Its gap between HOMO and LUMO is 0.31688 hartree. Its spin multiplicity is 1. The value obtained for the HOMO energy is -9.7155 eV.

Results of the Mulliken charge analysis, in e, for atoms 1 through 6: -0.54, -0.12, -0.32, 0.24, -0.16, 0.76



Entry B
Below is a single C2H3N3O2S molecule, with properties calculated with ωB97M-V with the def2-TZVPD basis set.

```
11
C2H3N3O2S ωB97M-V with the def2-TZVPD basis set
O -0.32 0.64 2.75
N 0.86 0.05 2.18
C 0.76 0.11 0.89
N 1.64 -0.50 0.05
C 1.09 -0.47 -1.07
N -0.06 0.36 -1.16
S -1.45 -0.43 -1.91
O -0.25 0.83 0.19
H -0.04 0.71 3.72
H 1.36 -1.21 -1.95
H -1.70 -1.61 -1.21
```

The structure (SMILES) is O/N=c1/ncn(S)o1. Its gap between HOMO and LUMO is 0.32978 hartree. Its spin multiplicity is 1. The value obtained for the HOMO energy is -9.0644 eV.

Results of the Mulliken charge analysis, in e, for atoms 1 through 6: -0.39, -0.42, 0.65, -0.37, -0.03, 0.05



Ranked by calculated energy, most stable first: entry B, entry A.



Entry A
Below is a gas-phase ion, C2H3O3S (charge -1), with properties calculated with ωB97M-V with the def2-TZVPD basis set.

```
9
C2H3O3S ωB97M-V with the def2-TZVPD basis set
O -2.62 0.16 0.55
C -1.48 0.27 0.15
C -0.38 -0.67 0.02
S 1.13 0.10 -0.13
O 2.09 -0.76 0.47
O 1.30 1.54 0.04
H -1.02 1.22 0.03
H -0.52 -1.70 0.35
H 1.51 -0.17 -1.47
```

The structure (SMILES) is O=CC=[S@H](=O)[O-]. Its gap between HOMO and LUMO is 0.29316 hartree. Its spin multiplicity is 1. The value obtained for the HOMO energy is -4.0907 eV. Its charge is -1.

Results of the Mulliken charge analysis, in e, for atoms 1 through 6: -0.62, -0.03, -0.50, 0.71, -0.63, -0.59



Entry B
Below is 3 unconnected molecules or ions with the total composition C2H3O3S, with properties calculated with ωB97M-V with the def2-TZVPD basis set.

```
9
C2H3O3S ωB97M-V with the def2-TZVPD basis set
C 1.60 1.74 -0.05
C 2.00 2.85 -0.31
O -0.97 -1.04 -1.27
O 0.71 -1.79 0.31
O -2.84 -2.81 0.97
S -0.68 -1.40 0.09
H 1.26 0.80 0.00
H -3.52 -2.23 0.60
H 2.43 3.87 -0.33
```

Its gap between HOMO and LUMO (alpha / beta) is 0.24705 / 0.24686 hartree. Its spin multiplicity is 1. The value obtained for the HOMO energy (alpha / beta) is -3.4165 / -3.4115 eV. Its charge is -1.

Results of the Mulliken charge analysis, in e, for atoms 1 through 6: -0.19, -0.42, -0.41, -0.49, -0.96, 0.69



Ranked by calculated energy, most stable first: entry A, entry B.



Entry A
Below is a single C7H9ClS molecule, with properties calculated with ωB97M-V with the def2-TZVPD basis set.

```
18
C7H9ClS ωB97M-V with the def2-TZVPD basis set
C 1.37 -0.68 1.15
C 1.09 -0.15 -0.26
C 0.19 -1.08 -1.03
C -0.40 -2.11 -0.50
S -1.14 -3.32 0.14
C 0.47 1.27 -0.25
C -0.92 1.27 0.32
C -2.01 1.11 -0.41
Cl -3.59 1.10 0.28
H 2.05 -0.02 1.68
H 0.44 -0.76 1.71
H 1.81 -1.67 1.09
H 2.05 -0.08 -0.80
H 0.02 -0.84 -2.06
H 1.11 1.93 0.33
H 0.44 1.62 -1.28
H -1.00 1.38 1.39
H -2.01 1.01 -1.48
```

The structure (SMILES) is C[C@@H](C=C=S)C/C=C/Cl. Its gap between HOMO and LUMO is 0.30426 hartree. Its spin multiplicity is 1. The value obtained for the HOMO energy is -8.3567 eV.

Results of the Mulliken charge analysis, in e, for atoms 1 through 6: -1.70, 0.74, -0.32, -0.12, -0.37, -0.95



Entry B
Below is a single C7H9ClS molecule, with properties calculated with ωB97M-V with the def2-TZVPD basis set.

```
18
C7H9ClS ωB97M-V with the def2-TZVPD basis set
C -1.61 1.75 -1.24
C -1.75 0.84 -0.32
Cl -3.10 -0.25 -0.35
C -0.56 0.40 0.72
S 0.58 1.78 0.99
C 1.95 0.97 0.32
C 1.61 -0.13 -0.40
C 0.22 -0.65 -0.03
C 0.49 -2.04 0.69
H -2.43 2.02 -1.99
H -0.88 2.47 -1.20
H -1.11 0.26 1.66
H 2.96 1.34 0.43
H 2.27 -0.83 -0.87
H -0.31 -1.04 -0.88
H 0.72 -2.64 -0.15
H -0.42 -2.39 1.15
H 1.35 -1.88 1.45
```

The structure (SMILES) is C=C(Cl)[C@@H]1SC=C[C@H]1C. Its gap between HOMO and LUMO is 0.32626 hartree. Its spin multiplicity is 1. The value obtained for the HOMO energy is -8.0634 eV.

Results of the Mulliken charge analysis, in e, for atoms 1 through 6: -0.71, 0.11, -0.19, -0.17, -0.20, -0.20



Ranked by calculated energy, most stable first: entry A, entry B.